Molecular formula: C28H32AsN4S3V
Method: DFT, ωB97M-V with the def2-TZVPD basis set

HOMO (alpha / beta) ... -4.7 / -5.2 eV
Charge ... -1
Multiplicity ... 4
LUMO (alpha / beta) ... 2.55 / 1.80 eV
Energy relative to the best compared isomer or geometry (same formula, charge and spin) ... 84.2 kJ/mol

Last column: natural (NBO) charge in e.
Positions of all 69 atoms, in Å:
V1 1.026 -0.855 0.062  1.0376
S1 -0.210 1.086 0.896  -0.2267
C1 -0.678 -0.039 2.116  -0.1736
S2 0.340 -1.437 2.296  -0.1490
C2 -1.805 0.146 2.901  -0.4968
C3 -2.634 1.298 2.749  0.3193
N1 -3.306 2.231 2.653  -0.3752
C4 -2.198 -0.800 3.891  0.3216
N2 -2.511 -1.558 4.704  -0.3787
C5 3.056 1.536 0.378  -0.4186
N3 3.128 0.065 0.315  -0.4652
C6 3.798 -0.441 1.520  -0.4174
C7 3.865 -0.338 -0.902  -0.2535
C8 2.997 -0.224 -2.128  0.0040
C9 3.553 0.129 -3.355  -0.2421
C10 2.762 0.138 -4.498  -0.2417
C11 1.422 -0.220 -4.401  -0.2209
C12 0.878 -0.561 -3.165  -0.2181
C13 1.640 -0.553 -1.992  -0.3916
H1 4.068 1.959 0.411  0.1690
H2 2.500 1.833 1.263  0.2356
H3 2.539 1.910 -0.502  0.2208
H4 4.788 0.019 1.634  0.1719
H5 3.916 -1.520 1.445  0.2027
H6 3.190 -0.212 2.393  0.2454
H7 4.168 -1.378 -0.769  0.2050
H8 4.781 0.258 -0.999  0.1777
H9 4.604 0.396 -3.420  0.1917
H10 3.189 0.417 -5.454  0.1977
H11 0.797 -0.228 -5.289  0.1983
H12 -0.169 -0.849 -3.115  0.2069
C14 2.852 2.560 5.615  -0.9579
As1 1.604 1.619 4.407  0.8825
C15 0.454 3.167 4.051  -0.9483
C16 0.522 0.784 5.819  -0.9503
H13 2.317 3.121 6.387  0.2055
H14 3.465 3.250 5.033  0.2150
H15 3.509 1.832 6.092  0.2148
H16 0.190 3.671 4.984  0.2037
H17 -0.452 2.837 3.541  0.2467
H18 0.977 3.861 3.394  0.2183
H19 -0.167 1.509 6.253  0.2137
H20 1.193 0.415 6.596  0.2141
H21 -0.042 -0.056 5.419  0.2456
N4 0.219 -2.394 -0.489  -0.7872
S3 -3.155 -0.723 -0.572  0.3166
C17 -3.016 -2.257 -1.432  -0.0525
C18 -3.022 -3.403 -0.631  -0.2702
C19 -2.860 -4.655 -1.199  -0.1957
C20 -2.690 -4.790 -2.574  -0.2526
C21 -2.686 -3.653 -3.369  -0.1972
C22 -2.848 -2.390 -2.807  -0.2815
C23 -3.203 0.445 -1.909  -0.2114
C24 -4.396 0.697 -2.581  -0.1514
C25 -4.425 1.604 -3.631  -0.2421
C26 -3.261 2.266 -4.010  -0.2131
C27 -2.074 2.022 -3.333  -0.2034
C28 -2.044 1.115 -2.280  -0.2007
H22 -0.314 -3.207 -0.774  0.3348
H23 -3.130 -3.301 0.445  0.2293
H24 -2.859 -5.532 -0.562  0.2096
H25 -2.559 -5.769 -3.016  0.2058
H26 -2.545 -3.740 -4.441  0.2068
H27 -2.828 -1.511 -3.440  0.2246
H28 -5.295 0.175 -2.274  0.2135
H29 -5.355 1.796 -4.152  0.2066
H30 -3.285 2.976 -4.829  0.2055
H31 -1.162 2.530 -3.622  0.2159
H32 -1.124 0.919 -1.747  0.2503

=====

Molecular formula: H22O11
Method: DFT, ωB97M-V with the def2-TZVPD basis set

HOMO ... -9.1 eV
LUMO ... -0.64 eV
Energy relative to the best compared isomer or geometry (same formula, charge and spin) ... 1253.9 kJ/mol

Last column: natural (NBO) charge in e.
Positions of all 33 atoms, in Å:
O1 0.895 -1.832 2.246  -0.9649
H1 1.551 -1.898 2.940  0.4514
H2 1.269 -1.211 1.621  0.4294
O2 -0.336 0.265 0.050  -0.9802
H3 -0.013 1.161 0.150  0.4916
H4 0.403 -0.286 0.306  0.4512
O3 -1.566 -1.806 0.598  -0.9196
H5 -0.856 -1.210 0.835  0.4604
H6 -2.364 -1.336 0.838  0.4511
O4 0.306 -1.665 -1.774  -0.9380
H7 -0.031 -1.272 -2.579  0.4647
H8 0.014 -1.077 -1.078  0.4638
O5 0.313 -2.927 0.029  -0.8571
H9 0.318 -1.992 -0.177  0.4286
H10 1.235 -3.151 0.151  0.4179
O6 1.541 -0.737 0.451  -0.8680
H11 2.105 -1.511 0.462  0.5338
H12 2.148 0.001 0.399  0.5238
O7 0.819 1.584 1.435  -0.9628
H13 1.653 1.350 1.843  0.4869
H14 0.166 1.425 2.116  0.5127
O8 -0.864 0.479 -2.148  -0.9138
H15 -1.449 -0.185 -2.513  0.4740
H16 -1.411 0.970 -1.535  0.4964
O9 0.736 1.679 -2.033  -1.0226
H17 0.379 0.797 -1.926  0.4660
H18 0.151 2.238 -1.522  0.4270
O10 -1.970 0.702 1.391  -0.9850
H19 -1.172 0.850 0.884  0.4496
H20 -2.600 0.364 0.754  0.4496
O11 -0.675 3.134 -0.909  -0.9077
H21 -0.626 4.064 -1.130  0.5031
H22 -0.070 3.031 -0.174  0.4869

=====

Molecular formula: C4H7CoO
Method: DFT, ωB97M-V with the def2-TZVPD basis set

HOMO (alpha / beta) ... -16.1 / -20.5 eV
Charge ... +2
Multiplicity ... 5
LUMO (alpha / beta) ... -11.12 / -12.44 eV
Energy relative to the best compared isomer or geometry (same formula, charge and spin) ... 122.5 kJ/mol

Last column: natural (NBO) charge in e.
Positions of all 13 atoms, in Å:
H1 -0.385 0.545 -1.860  0.2935
C1 0.001 -1.001 -0.319  -0.3233
C2 0.399 0.225 -1.166  -0.4664
C3 0.217 0.705 0.221  0.3436
O1 1.197 1.057 1.016  -0.7759
Co1 2.876 0.865 1.237  1.5140
H2 -0.652 -1.669 -0.892  0.3177
H3 0.875 -1.550 0.062  0.2586
H4 1.436 0.233 -1.515  0.2554
H5 -1.046 1.319 0.716  0.4291
C4 -1.413 -0.074 0.709  -0.4462
H6 -2.253 -0.289 0.031  0.3197
H7 -1.251 -0.365 1.762  0.2801

=====

Molecular formula: Cu2F2I5
Method: DFT, ωB97M-V with the def2-TZVPD basis set

HOMO (alpha / beta) ... 0.1 / 0.2 eV
Charge ... -3
Multiplicity ... 3
LUMO (alpha / beta) ... 6.24 / 5.28 eV

Last column: natural (NBO) charge in e.
Positions of all 9 atoms, in Å:
Cu1 -0.429 0.997 1.861  1.3315
Cu2 0.644 -0.958 -1.825  1.2098
I1 3.070 -0.222 -2.709  -0.7316
I2 -2.680 2.629 0.930  -0.7758
I3 0.476 -1.547 2.623  -0.7549
I4 0.776 -3.747 -1.067  -0.7538
I5 -2.013 -0.050 -2.986  -0.7985
F1 -0.066 2.314 3.546  -0.8461
F2 0.223 0.585 -0.374  -0.8806

=====

Molecular formula: C4H10S
Method: DFT, ωB97M-V with the def2-TZVPD basis set

HOMO ... -9.0 eV
LUMO ... 1.01 eV
Energy relative to the best compared isomer or geometry (same formula, charge and spin) ... 170.2 kJ/mol

Last column: natural (NBO) charge in e.
Positions of all 15 atoms, in Å:
C1 1.494 -2.835 2.200  -0.4056
C2 0.380 -3.558 2.155  -0.1565
C3 -0.713 -3.226 1.067  -0.6548
H1 2.275 -3.201 2.875  0.1875
H2 1.773 -2.038 1.674  0.1873
H3 0.105 -4.466 2.733  0.2016
H4 -1.705 -3.378 1.573  0.2132
H5 -0.595 -2.165 0.689  0.2083
H6 -0.494 -3.855 0.211  0.2190
C4 -0.679 4.536 -2.330  -0.8042
S1 0.148 5.146 -3.725  0.0057
H7 -1.735 4.290 -2.605  0.2277
H8 -0.397 3.520 -1.970  0.2159
H9 -0.817 5.208 -1.423  0.2355
H10 0.960 6.021 -3.122  0.1195

=====

Molecular formula: C42H98N14O14
Method: DFT, ωB97M-V with the def2-TZVPD basis set

HOMO ... -8.2 eV
LUMO ... 0.00 eV
Energy relative to the best compared isomer or geometry (same formula, charge and spin) ... 810.3 kJ/mol

Last column: Mulliken charge in e.
Positions of all 168 atoms, in Å:
C1 -2.190 -1.113 4.793  -0.1697
O1 -1.476 -0.441 4.064  -0.3519
N1 -3.317 -0.591 5.353  0.3017
C2 -4.253 -1.469 6.021  -0.9567
C3 -3.776 0.752 4.997  -0.4930
H1 -1.900 -2.108 5.152  0.2304
H2 -5.177 -1.512 5.433  0.3010
H3 -4.565 -1.197 7.033  0.3343
H4 -3.904 -2.494 6.138  0.3261
H5 -3.171 1.041 4.144  -0.0958
H6 -4.847 0.621 4.847  0.2793
H7 -3.621 1.418 5.848  0.3208
C4 1.225 -5.049 4.376  -0.0049
O2 1.016 -5.985 3.633  -0.5802
N2 1.197 -3.741 4.017  0.5398
C5 1.346 -2.676 4.994  -0.7285
C6 1.083 -3.384 2.619  -0.3555
H8 1.432 -5.142 5.456  0.3023
H9 2.359 -2.258 4.888  0.2995
H10 1.313 -3.057 6.010  0.4673
H11 0.647 -1.878 4.759  -0.1654
H12 0.342 -2.588 2.508  -0.1910
H13 2.005 -2.969 2.207  0.0543
H14 0.721 -4.178 1.972  0.3597
C7 1.256 -0.594 -0.564  0.6068
O3 2.217 -1.245 -0.182  -0.0493
N3 0.485 0.126 0.275  1.1980
C8 0.695 0.108 1.701  -0.4758
C9 -0.811 0.610 -0.189  0.8745
H15 0.906 -0.473 -1.597  -0.5786
H16 0.504 1.063 2.185  -0.5494
H17 1.700 -0.184 1.998  0.2536
H18 0.004 -0.595 2.170  0.2445
H19 -1.075 1.544 0.300  -0.6585
H20 -0.765 0.867 -1.245  -0.4463
H21 -1.621 -0.099 0.002  -0.2161
C10 -6.718 -0.264 2.210  0.1366
O4 -7.909 -0.531 2.208  -0.6182
N4 -5.760 -1.082 1.763  0.1935
C11 -4.368 -0.641 1.688  -0.7869
C12 -6.065 -2.390 1.231  -0.9871
H22 -6.320 0.668 2.644  0.3382
H23 -3.925 -0.924 2.647  0.1364
H24 -4.262 0.427 1.512  0.3437
H25 -3.847 -1.183 0.901  0.2434
H26 -5.871 -2.397 0.158  0.3095
H27 -5.459 -3.196 1.653  0.3302
H28 -7.084 -2.749 1.348  0.3608
C13 4.000 -3.815 0.691  -0.0488
O5 3.508 -4.407 -0.262  -0.7010
N5 4.684 -4.417 1.670  0.1463
C14 5.058 -3.673 2.869  -0.8667
C15 4.790 -5.853 1.815  -1.0366
H29 3.909 -2.722 0.674  0.5927
H30 6.033 -3.987 3.238  0.3473
H31 4.354 -3.955 3.664  0.2540
H32 4.954 -2.596 2.760  0.2591
H33 5.860 -6.068 1.857  0.3571
H34 4.251 -6.347 2.623  0.2849
H35 4.417 -6.264 0.874  0.3188
C16 4.043 -2.901 -3.483  0.4815
O6 4.157 -3.770 -4.327  -0.6983
N6 5.008 -1.981 -3.256  0.2013
C17 4.882 -0.932 -2.263  -0.3857
C18 6.156 -1.908 -4.120  -1.1657
H36 3.125 -2.732 -2.909  0.2752
H37 5.677 -1.070 -1.518  0.4364
H38 3.986 -0.868 -1.651  -0.6671
H39 5.066 0.003 -2.796  0.3613
H40 6.159 -0.968 -4.672  0.3282
H41 7.098 -2.032 -3.569  0.3600
H42 6.246 -2.796 -4.743  0.3718
C19 -0.127 0.444 7.191  -0.0306
O7 0.208 -0.718 7.026  -0.5313
N7 0.344 1.513 6.521  0.2949
C20 -0.205 2.835 6.772  -0.6761
C21 1.569 1.392 5.757  -0.7573
H43 -1.005 0.638 7.830  0.3424
H44 0.553 3.542 7.110  0.3422
H45 -1.041 2.815 7.465  0.3275
H46 -0.560 3.204 5.804  0.0407
H47 1.899 0.359 5.660  0.0988
H48 1.411 1.689 4.719  0.2072
H49 2.387 1.899 6.271  0.3646
C22 -2.712 3.271 -5.122  0.2991
O8 -3.634 3.783 -5.731  -0.6874
N8 -1.538 2.878 -5.648  0.2206
C23 -0.556 2.123 -4.899  -0.1611
C24 -1.283 3.207 -7.044  -1.0784
H50 -2.725 3.052 -4.038  0.1784
H51 -1.001 1.886 -3.932  -0.7514
H52 0.403 2.622 -4.773  0.4212
H53 -0.464 1.135 -5.352  0.4318
H54 -1.745 4.132 -7.374  0.3462
H55 -0.211 3.405 -7.139  0.3467
H56 -1.592 2.373 -7.676  0.3165
C25 -0.781 5.433 2.759  -0.0852
O9 0.148 5.445 1.981  -0.5156
N9 -1.545 4.348 3.042  0.4864
C26 -2.841 4.464 3.676  -0.9313
C27 -1.336 3.070 2.404  -0.7059
H57 -1.188 6.289 3.330  0.3357
H58 -2.913 4.049 4.680  0.1715
H59 -3.616 4.110 2.991  0.2903
H60 -3.156 5.508 3.789  0.4620
H61 -2.103 2.957 1.625  0.1454
H62 -0.369 2.847 1.972  0.3868
H63 -1.573 2.295 3.141  -0.0437
C28 1.398 -0.440 -4.270  -0.2565
O10 2.240 0.089 -3.567  -0.6552
N10 1.565 -0.802 -5.562  0.6200
C29 0.480 -1.488 -6.214  -0.8805
C30 2.841 -0.545 -6.205  -0.9861
H64 0.385 -0.734 -3.951  0.4299
H65 0.606 -2.573 -6.153  0.3309
H66 0.484 -1.242 -7.279  0.3799
H67 -0.499 -1.280 -5.783  0.1321
H68 2.820 0.493 -6.547  0.3082
H69 3.671 -0.616 -5.504  0.1641
H70 3.060 -1.273 -6.982  0.3787
C31 4.619 1.247 0.189  0.4989
O11 5.214 0.883 1.188  -0.7162
N11 4.962 2.277 -0.595  0.1890
C32 4.356 2.574 -1.870  -0.8701
C33 5.948 3.281 -0.245  -1.0445
H71 3.735 0.721 -0.215  0.1465
H72 3.912 3.575 -1.911  0.3677
H73 3.547 1.905 -2.173  0.0482
H74 5.068 2.563 -2.700  0.3592
H75 6.397 3.245 0.744  0.3387
H76 6.831 3.276 -0.898  0.3371
H77 5.527 4.267 -0.452  0.3149
C34 -2.570 3.890 -1.368  -0.4478
O12 -2.592 2.665 -1.407  -0.4754
N12 -1.443 4.616 -1.335  0.6819
C35 -1.472 6.066 -1.324  -1.1279
C36 -0.116 4.055 -1.408  -0.7776
H78 -3.492 4.478 -1.253  0.3823
H79 -2.380 6.451 -0.855  0.3689
H80 -1.322 6.499 -2.312  0.3079
H81 -0.724 6.429 -0.614  0.3638
H82 0.008 2.981 -1.304  -0.1892
H83 0.487 4.519 -2.188  0.4417
H84 0.406 4.361 -0.485  0.3702
C37 -0.325 -3.597 -3.538  0.1242
O13 0.577 -3.938 -4.279  -0.5759
N13 -0.247 -3.674 -2.185  0.3373
C38 -1.276 -3.113 -1.328  -0.4569
C39 0.855 -4.296 -1.512  -1.0401
H85 -1.232 -3.060 -3.871  0.3179
H86 -0.783 -2.407 -0.652  -0.0582
H87 -1.769 -3.924 -0.788  0.4265
H88 -2.016 -2.494 -1.835  -0.0213
H89 1.534 -4.841 -2.163  0.3248
H90 1.454 -3.728 -0.802  0.0726
H91 0.461 -5.102 -0.869  0.4235
C40 -3.061 -0.247 -4.246  -0.1871
O14 -2.113 -0.071 -3.496  -0.0208
N14 -4.316 0.158 -3.980  0.4172
C41 -5.433 -0.124 -4.861  -1.0053
C42 -4.653 0.888 -2.757  -0.7439
H92 -3.000 -0.739 -5.234  0.1656
H93 -6.065 0.750 -5.016  0.3222
H94 -6.027 -0.943 -4.452  0.3525
H95 -5.116 -0.423 -5.860  0.3282
H96 -5.002 1.858 -3.131  0.3625
H97 -5.502 0.421 -2.267  0.4762
H98 -3.823 1.130 -2.102  -0.1111

=====

Number 1: strongest force on any atom 0.3 eV/Å. Number 2: strongest force on any atom 7.5 eV/Å. Number 3: strongest force on any atom 3.2 eV/Å. Number 4: strongest force on any atom 2.2 eV/Å. Number 5: strongest force on any atom 5.8 eV/Å. Number 6: strongest force on any atom 2.1 eV/Å.